# 1
# C20H37Br14F3NO

A 7-piece molecular cluster, C20H37Br14F3NO overall (ωB97M-V/def2-TZVPD, the Open Molecules 2025 dataset).

As for the HOMO energy: -11.04 eV. The largest force on an atom comes out at 0.005 Eh/bohr. As for the frontier orbital gap: 0.326 hartree. Its LUMO energy is -2.158 eV.

ORCA input file:
```
! RIJCOSX wB97M-V def2-TZVPD def2/J DEFGRID3
* xyz 1 1
H -4.29 3.18 -1.32
H 12.78 -7.43 -5.70
C -2.11 7.30 -2.47
H 4.45 0.01 -2.80
Br -5.54 3.18 3.17
F 0.97 2.93 -0.61
H -5.49 -3.22 6.60
H -4.84 3.54 0.33
H -3.84 -0.75 -0.28
O -5.73 1.92 -0.46
Br -7.59 -0.15 7.57
N -3.97 0.86 1.07
H -0.57 3.96 0.82
Br -1.51 9.25 -0.44
C -7.38 1.23 4.14
H -2.90 3.67 1.39
Br 1.55 0.02 -0.06
H 10.95 -8.98 -5.32
H -4.92 0.60 -1.85
Br 12.09 -5.44 -4.40
C 7.58 -5.15 -2.48
Br -4.68 -1.08 5.64
C -7.37 2.62 3.57
Br 6.62 -5.33 -0.80
C -4.57 2.73 -0.35
H 9.57 -4.77 -3.19
H -2.02 2.24 1.88
C 5.39 -0.49 -2.57
H -3.23 0.41 1.61
H -5.24 -0.80 0.81
Br -6.99 -0.11 2.79
F 0.26 1.53 1.73
H 7.01 -4.46 -3.09
H 7.58 -6.14 -2.93
Br 9.05 -2.80 -1.79
Br -3.21 6.15 -1.33
H 6.17 0.26 -2.42
C 9.00 -4.68 -2.27
H -2.78 8.06 -2.84
C 0.07 1.07 0.48
H 6.11 -2.06 -1.26
H -1.76 6.67 -3.28
H -7.51 -1.89 5.81
C -3.38 1.94 0.21
H -7.70 -2.63 7.41
C -1.19 3.31 0.19
Br 3.67 -2.47 -1.43
C -0.22 2.30 -0.42
H 5.19 -0.77 -0.45
H -5.24 -1.99 7.87
H -6.41 0.11 -1.03
H -1.57 3.93 -0.63
F -1.04 0.28 0.54
C 10.85 -7.97 -4.93
C -2.38 2.79 1.00
H -8.37 0.98 4.54
Br -0.81 1.68 -2.17
H -6.64 1.09 4.92
H -0.27 8.37 -2.40
Br 5.90 -1.48 -4.15
H -2.88 1.40 -0.60
C -7.15 -1.89 6.83
H 12.77 -7.78 -3.96
C 5.27 -1.37 -1.35
C -0.95 7.89 -1.71
H 9.50 -5.22 -1.48
H 10.21 -7.39 -5.58
C -5.67 -2.19 6.89
Br 9.92 -8.13 -3.23
C -5.45 0.60 -0.89
H -4.64 1.28 1.72
H -0.41 7.14 -1.14
C 12.21 -7.34 -4.77
H -7.74 3.34 4.29
C -4.63 -0.15 0.18
H -7.92 2.69 2.64
*
```

Atom charges from the Löwdin analysis, given in e for atoms 1 to 8:
1 H 0.120
2 H 0.061
3 C -0.665
4 H 0.044
5 Br 0.737
6 F -0.014
7 H 0.065
8 H 0.091

# 2
# C20H37F3O14

A 8-piece molecular cluster, C20H37F3O14 overall at a distorted geometry (ωB97M-V/def2-TZVPD, the Open Molecules 2025 dataset).

As for the HOMO energy: -9.29 eV. Its SMILES is O=C1OC[C@@H](F)O1.O=C1OC[C@@H](F)O1.O=C1OC[C@@H](F)O1.C1CCOC1.C1CCOC1.CO.CO.CO. The largest force on an atom comes out at 0.029 Eh/bohr. As for the energy relative to the best compared isomer or geometry (same formula, charge and spin): 286.0 kJ/mol. As for the frontier orbital gap: 0.350 hartree. Its LUMO energy is 0.241 eV.

ORCA input file:
```
! RIJCOSX wB97M-V def2-TZVPD def2/J DEFGRID3
* xyz 0 1
O 2.09 -1.86 0.03
H -0.64 0.65 4.87
H -2.47 -1.30 -2.56
O -3.19 -2.34 -4.20
H -4.45 0.84 -2.33
H -3.50 -1.57 -4.68
C -4.36 -1.78 -0.35
H 0.36 -1.38 -0.56
H 0.92 3.73 -3.52
H -4.10 2.89 -2.74
O 1.64 3.71 2.18
C 2.82 3.05 2.57
C 2.68 1.10 -2.68
H 1.83 1.53 3.72
H 1.25 -2.63 3.79
H 6.02 -0.40 0.95
F 3.70 3.09 1.50
C -0.89 -2.40 3.50
H 3.75 1.33 -2.74
H 2.67 3.93 -3.49
C -5.59 -1.17 1.45
H -0.84 0.04 0.86
C 3.24 -1.58 -0.04
H 3.11 0.90 2.62
H 6.02 -1.49 -1.53
H -0.90 0.46 3.19
O -0.53 -1.14 -0.84
C 0.88 2.80 1.50
H -0.95 -3.38 3.99
C 1.87 3.19 -3.48
H -0.12 0.90 -0.46
H -1.38 -2.62 2.55
C -0.83 0.11 -0.24
O -3.80 1.14 -1.70
C -4.26 -2.82 0.75
H 0.86 -1.96 2.25
O 3.96 -0.86 0.87
H -1.72 -2.86 -2.90
H -1.32 -1.45 -3.93
C -0.64 -0.12 4.10
H -4.11 3.07 -0.99
C -3.62 2.56 -1.81
O 1.36 1.55 1.71
C 5.18 -0.51 0.26
F -2.97 -3.20 0.94
H -2.58 -1.10 3.81
H -3.49 -1.12 -0.41
O 4.04 -1.98 -1.05
C 5.38 -1.69 -0.67
H 0.95 2.16 -1.76
O -0.05 3.06 0.81
C 2.32 1.64 2.76
C 1.92 2.34 -2.21
O -4.72 -2.13 1.88
C 2.11 0.94 -4.07
H -4.83 -3.73 0.54
O -5.55 -1.09 0.09
H 2.48 2.77 -1.37
H 2.54 0.25 -2.01
C -1.61 -1.29 4.27
H -2.57 2.78 -1.93
H 5.80 -2.52 -0.10
C -2.10 -1.95 -3.35
H -1.80 0.43 -0.60
H 2.66 0.41 -4.84
O -6.30 -0.52 2.12
H 1.11 0.48 -3.97
O 0.65 -0.66 3.92
H -4.51 -2.21 -1.33
H 3.31 3.54 3.41
F 4.97 0.68 -0.37
H -1.68 -1.58 5.32
C 0.56 -1.92 3.30
O 1.95 2.28 -4.56
*
```

Atom charges from the Löwdin analysis, given in e for atoms 1 to 8:
1 O 0.176
2 H 0.120
3 H 0.041
4 O -0.136
5 H 0.076
6 H 0.064
7 C -0.053
8 H 0.026

# 3
# C20H37N4O8P

A 2-piece molecular cluster, C20H37N4O8P overall at a distorted geometry (ωB97M-V/def2-TZVPD, the Open Molecules 2025 dataset).

As for the HOMO energy: -0.34 eV. The largest force on an atom comes out at 0.054 Eh/bohr. As for the frontier orbital gap: 0.135 hartree. Its LUMO energy is 3.328 eV.

ORCA input file:
```
! RIJCOSX wB97M-V def2-TZVPD def2/J DEFGRID3
* xyz -2 1
H -4.44 2.80 1.13
C 4.48 -3.76 -4.26
C -4.53 0.68 1.41
H -0.63 2.35 -1.38
C 6.54 -2.91 -3.22
C -1.44 2.77 0.54
H 1.97 -4.12 -1.39
H 4.22 -1.97 3.69
O -2.62 4.89 0.64
H -2.63 2.91 2.34
H 3.32 -0.54 4.17
H -2.03 1.30 -0.99
O -6.71 -1.54 1.25
H -3.76 1.95 -0.21
H -6.11 0.37 2.85
N -6.99 0.74 0.95
C -3.81 1.95 0.87
N 0.33 4.44 0.75
H 3.00 -2.35 1.74
H -5.99 2.00 2.26
H 1.23 -1.56 -1.23
H 1.37 -3.32 0.12
C 1.31 0.97 -0.54
C -0.14 0.66 -0.15
H 7.62 -2.79 -3.40
H 1.55 2.01 -0.37
H -0.27 0.44 0.90
O 3.66 0.92 0.78
C -8.10 -0.91 -0.55
H 6.38 -4.49 -4.70
C 2.59 -1.60 2.41
C -0.02 2.89 2.57
H -3.93 0.25 2.21
H 1.50 0.72 -1.58
H -9.14 -0.91 -0.23
C 2.24 -1.95 -1.24
H 6.43 -3.59 -2.38
O -2.28 4.00 -1.37
H -7.88 -1.90 -0.90
H 1.86 -2.09 3.05
N -0.13 3.12 1.13
C -2.44 2.21 1.54
C 2.16 -3.37 -0.62
C 5.91 -3.53 -4.47
C -1.13 1.77 -0.61
O 1.88 -0.56 1.75
H 6.04 -2.88 -5.33
O -0.12 3.88 3.31
P 2.55 0.03 0.42
N 3.36 -3.93 -4.06
H 1.21 4.56 1.24
H 3.09 -3.55 -0.09
C -5.92 0.96 1.96
H -7.95 -0.19 -1.35
H 4.43 -0.50 2.78
H 6.44 -1.13 -1.99
C 3.70 -1.09 3.31
O 0.19 1.71 2.96
H -0.43 -0.25 -0.70
C 5.94 -1.55 -2.86
H -4.57 -0.05 0.60
H -7.84 1.12 1.34
H 0.60 4.34 -0.23
C -7.19 -0.60 0.63
C -2.16 4.01 -0.13
H 6.04 -0.84 -3.68
H -2.07 1.25 1.91
H 4.88 -1.64 -2.61
O 3.19 -1.16 -0.50
H 2.58 -1.98 -2.27
*
```

Atom charges from the Löwdin analysis, given in e for atoms 1 to 8:
1 H 0.099
2 C -0.227
3 C -0.171
4 H 0.101
5 C -0.261
6 C -0.354
7 H 0.055
8 H 0.066

# 4
# C20H38Br12FN4O7P2

C20H38Br12FN4O7P2 as an isolated structure at a distorted geometry (ωB97M-V/def2-TZVPD, the Open Molecules 2025 dataset).

As for the HOMO energy: -11.63 eV. The largest force on an atom comes out at 0.130 Eh/bohr. As for the frontier orbital gap: 0.342 hartree. Its LUMO energy is -2.325 eV.

ORCA input file:
```
! RIJCOSX wB97M-V def2-TZVPD def2/J DEFGRID3
* xyz 1 1
H -3.18 5.26 0.09
O -2.39 3.37 0.60
O 2.43 0.97 1.45
H 3.94 -7.03 -1.24
Br 2.04 7.68 -0.66
H 5.10 -5.57 0.23
C -1.08 5.46 0.21
Br 3.42 -6.02 6.38
H -1.95 -5.54 -0.45
O 0.38 -0.15 2.47
C -2.58 -4.84 0.07
H -3.31 -4.47 -0.64
N 1.88 -1.57 0.82
H -2.35 -0.61 0.72
C -1.35 -2.69 -0.54
H 2.93 6.60 -2.70
C -0.52 -0.39 -0.47
C 1.94 6.64 -2.28
N -0.29 -1.81 -0.15
H 0.35 0.22 -0.42
H -5.36 2.21 -2.87
C 4.02 -5.99 -1.52
Br 4.26 -4.32 3.82
P 1.72 -0.35 2.02
H -3.14 -5.29 0.86
C 0.74 -2.21 0.39
Br 7.22 2.89 3.74
C -5.16 3.26 -2.92
H -1.04 -3.27 -1.40
C -4.24 3.66 -1.78
Br 4.76 2.52 1.74
H 1.91 1.38 0.76
Br -7.34 6.71 -2.23
H -4.32 4.74 -1.69
O 2.84 -5.59 -2.20
C 3.04 -5.06 0.61
C 2.41 -3.71 0.38
H 4.60 -4.16 -0.64
C 2.84 -2.58 1.29
C -2.64 0.97 -0.67
C -1.83 -3.63 0.55
Br 4.07 -7.50 3.63
C -2.38 4.80 0.64
H 6.37 4.39 1.97
F 4.07 -2.24 1.25
H 2.70 -3.31 -0.59
C -1.73 0.16 0.29
Br -9.44 7.00 -4.61
H 3.17 0.07 3.45
C 4.27 -5.14 -0.30
H -3.66 0.93 -0.33
H 3.37 -5.17 1.64
H 2.35 -5.82 0.30
H -2.64 0.55 -1.67
Br 0.82 7.50 -3.59
N -1.70 -3.47 1.73
H -9.80 6.55 -2.21
H -2.54 5.07 1.67
C 6.50 3.32 2.00
P -2.08 2.71 -0.83
H -0.21 4.85 0.39
H -2.20 -2.12 -0.87
H -0.80 -0.41 -1.52
Br -9.25 4.26 -2.98
H -0.99 6.43 0.65
H 2.47 -2.92 2.24
H -4.80 3.61 -3.87
Br 7.72 2.85 0.58
H -1.13 5.62 -0.85
H 0.59 -4.01 -0.19
C 4.46 -5.99 4.76
H -1.21 -2.59 1.87
N 0.97 -3.56 0.64
C -9.06 6.18 -2.91
Br 1.37 4.83 -1.95
H -4.58 3.26 -0.83
H -6.11 3.78 -2.73
O 2.62 -0.68 3.29
H 4.83 -5.93 -2.24
H 5.50 -6.07 5.05
O -0.68 2.67 -1.20
H -1.46 0.83 1.07
H 2.40 -6.36 -2.47
O -2.86 3.38 -2.06
*
```

Atom charges from the Löwdin analysis, given in e for atoms 1 to 8:
1 H 0.100
2 O -0.176
3 O -0.202
4 H 0.123
5 Br 0.573
6 H 0.117
7 C -0.119
8 Br 0.606

The lowest largest force on an atom belongs to which entry? C20H37Br14F3NO

Which of these has the lowest LUMO? C20H38Br12FN4O7P2

The highest largest force on an atom belongs to which entry? C20H38Br12FN4O7P2

Which formula does entry 2 have? C20H37F3O14